{"formula": "C4H6N2O2", "method": "ωB97M-V with the def2-TZVPD basis set", "symbols": ["C", "N", "C", "N", "C", "O", "C", "O", "H", "H", "H", "H", "H", "H"], "positions_angstrom": [[-0.621596, -1.732545, -0.004345], [-0.052452, -0.410240, -0.117824], [-0.876149, 0.691194, -0.495514], [-0.542521, 1.774113, 0.394051], [0.723111, 1.878738, 0.623112], [1.706503, 1.145302, 0.038381], [1.323328, -0.158961, 0.072104], [2.153893, -1.056945, 0.097864], [-1.453625, -1.864794, -0.701965], [-0.998787, -1.849705, 1.016231], [0.115685, -2.518730, -0.188620], [-1.932315, 0.430026, -0.377658], [-0.688150, 0.951663, -1.543711], [1.143074, 2.720882, 1.187893]], "atomic_forces_ev_per_a": [[0.1, -0.4, 0.5], [2.2, 0.0, 0.1], [-0.1, 0.1, 0.3], [2.3, 1.0, 0.6], [-2.4, 2.3, -0.6], [-0.7, -0.6, 0.6], [-0.3, -4.0, -1.9], [-1.0, 1.5, 0.5], [0.2, 0.2, 0.0], [-0.1, -0.3, -0.1], [0.0, 0.3, 0.0], [0.2, 0.0, 0.0], [-0.1, 0.3, 0.0], [-0.3, -0.5, 0.0]], "total_energy_ev": -11319.8481, "e_homo_ev": -9.512, "smiles": "CN1CN=COC1=O", "orbital_gap_ev": 10.3}



{"formula": "C4H6ClNO", "method": "ωB97M-V with the def2-TZVPD basis set", "symbols": ["C", "C", "C", "C", "N", "O", "Cl", "H", "H", "H", "H", "H", "H"], "positions_angstrom": [[0.117169, -0.256198, 2.169990], [-0.224772, 0.759371, 1.347702], [0.755794, 0.337897, -1.583920], [-0.982943, 0.625466, 0.196988], [0.653508, -0.953721, -1.964243], [1.240342, 1.319113, -2.125806], [-2.006676, -0.850224, 0.111333], [0.638024, -0.090102, 3.070024], [-0.068534, -1.318588, 1.853497], [0.129125, 1.759436, 1.485664], [-1.271208, 1.429641, -0.351360], [0.196493, -1.528690, -1.285602], [0.823680, -1.233401, -2.924268]], "atomic_forces_ev_per_a": [[-0.4, -1.0, -1.2], [0.6, -0.6, 0.9], [0.2, 1.7, -1.1], [0.6, -3.4, -0.2], [0.3, 1.4, 0.4], [-1.1, -2.4, 1.2], [0.5, 1.1, -0.5], [0.6, 0.2, 0.8], [-0.1, 1.3, 0.6], [0.2, 0.5, 0.5], [-1.2, 1.9, -1.5], [-0.3, -0.5, -0.2], [0.0, -0.1, 0.3]], "total_energy_ev": -20302.1288, "e_homo_ev": [-7.945, -8.036], "orbital_gap_ev": [7.8, 7.5]}



Maximum force list, top to bottom, in eV Å⁻¹: 4.5, 3.5